Entry 1:
This record from OMol25 describes 3 unconnected molecules or ions with the total composition C19H47O10P3. The level of theory is ωB97M-V/def2-TZVPD.

Each line ends with the Mulliken charge.
Positions of all 79 atoms, in Å:
C: -3.926 -4.608 2.557  -0.976
C: -4.886 -3.447 2.743  -0.347
O: -4.258 -2.181 2.525  -0.331
P: -3.832 -1.750 1.022  0.914
O: -5.082 -1.555 0.257  -0.776
O: -3.357 -0.212 1.286  -0.245
C: -3.910 0.892 0.564  0.353
C: -4.988 1.574 1.375  -1.317
O: -2.322 -2.318 1.096  -0.231
C: -1.198 -1.611 0.531  -0.201
C: -0.438 -0.888 1.616  -1.064
H: -3.604 -4.692 1.516  0.254
H: -4.402 -5.547 2.841  0.413
H: -3.031 -4.466 3.163  0.240
H: -5.749 -3.549 2.079  0.298
H: -5.254 -3.434 3.768  0.317
H: -4.278 0.579 -0.412  0.354
H: -3.092 1.594 0.383  -0.257
H: -5.743 0.860 1.705  0.362
H: -5.476 2.355 0.790  0.363
H: -4.561 2.024 2.272  0.318
H: -1.517 -0.937 -0.262  0.265
H: -0.549 -2.362 0.077  0.363
H: -1.055 -0.152 2.127  0.359
H: 0.429 -0.373 1.199  0.387
H: -0.096 -1.590 2.378  0.215
C: 0.373 3.124 -1.263  -1.036
C: -0.673 3.948 -0.533  0.170
O: -1.289 4.920 -1.373  -0.392
P: -2.326 4.433 -2.562  1.098
O: -3.442 4.009 -1.664  -0.722
O: -2.875 5.890 -3.058  -0.343
C: -4.270 6.200 -3.081  -0.330
C: -4.663 6.981 -1.846  -1.137
O: -1.071 4.475 -3.605  -0.329
C: -1.174 5.007 -4.943  -0.179
C: -0.599 6.403 -4.987  -1.099
H: -0.085 2.496 -2.032  0.235
H: 0.902 2.473 -0.565  0.416
H: 1.094 3.771 -1.760  0.264
H: -1.440 3.300 -0.096  -0.197
H: -0.203 4.500 0.281  0.314
H: -4.873 5.300 -3.191  0.339
H: -4.444 6.809 -3.972  0.360
H: -4.355 6.462 -0.938  0.277
H: -5.742 7.137 -1.811  0.376
H: -4.169 7.954 -1.839  0.309
H: -2.203 4.977 -5.300  0.271
H: -0.586 4.355 -5.591  0.355
H: -1.131 7.082 -4.325  0.265
H: -0.651 6.801 -6.002  0.392
H: 0.442 6.397 -4.662  0.300
C: 8.084 -4.239 1.270  -1.349
C: 7.007 -3.489 2.073  -0.121
P: 6.288 -2.080 1.127  -0.070
C: 5.974 -2.572 -0.608  -0.856
C: 4.600 -1.823 1.878  -0.712
O: 3.578 -2.494 1.130  -0.382
C: 2.736 -3.279 1.945  -0.343
C: 3.294 -4.697 2.206  -0.624
O: 4.180 -5.164 1.225  -0.236
C: 3.548 -5.436 -0.007  -0.755
H: 8.718 -4.785 1.968  0.395
H: 8.670 -3.551 0.662  0.332
H: 7.604 -4.997 0.649  0.280
H: 7.484 -3.060 2.956  0.392
H: 6.267 -4.205 2.439  0.155
H: 5.145 -3.265 -0.741  0.097
H: 5.727 -1.651 -1.139  0.362
H: 6.861 -2.977 -1.092  0.366
H: 4.627 -2.164 2.917  0.441
H: 4.368 -0.756 1.914  0.439
H: 1.793 -3.383 1.400  0.171
H: 2.513 -2.768 2.886  0.482
H: 3.883 -4.636 3.128  0.334
H: 2.487 -5.404 2.436  0.357
H: 3.184 -6.467 -0.078  0.299
H: 2.714 -4.767 -0.232  0.292
H: 4.294 -5.302 -0.791  0.248

Output
LUMO level (eV): -0.41
SMILES: CCOP(=O)(OCC)OCC.CCOP(=O)(OCC)OCC.CCP(C)COCCOC
Energy relative to the best compared isomer or geometry (same formula, charge and spin) (kJ/mol): 269.7
Largest force on an atom (eV Å⁻¹): 7.8
Orbital gap (eV): 7.46

***

Entry 2:
This record from OMol25 describes 4 unconnected molecules or ions with the total composition C19H48B2O5S. The level of theory is ωB97M-V/def2-TZVPD.

Each line ends with the Mulliken charge.
Positions of all 75 atoms, in Å:
C: -2.319 2.366 -0.424  -0.740
S: -1.854 1.632 -2.122  0.957
O: -0.428 2.019 -2.583  -0.625
O: -2.849 2.286 -3.134  -0.637
B: -2.128 -0.241 -1.950  0.416
O: -1.549 -1.089 -0.888  -0.364
B: -0.077 -1.157 -0.962  0.747
O: 0.556 -2.487 -1.249  -0.709
O: 0.846 -0.020 -0.724  -0.341
H: -3.451 2.031 -0.258  0.342
H: -1.656 1.818 0.374  0.121
H: -2.233 3.542 -0.399  0.340
H: -2.865 -0.723 -2.763  -0.015
H: 0.553 -2.676 -2.233  0.301
H: 1.445 0.131 -1.525  0.295
C: -0.085 -2.677 5.957  -1.185
C: 1.265 -3.032 5.353  -0.370
C: 2.031 -1.815 4.828  -1.002
C: 1.347 -1.053 3.686  -0.569
C: 1.032 -1.888 2.442  0.295
C: 2.272 -2.450 1.766  -1.199
H: -0.755 -2.234 5.216  0.275
H: -0.570 -3.578 6.346  0.381
H: 0.032 -1.971 6.784  0.287
H: 1.130 -3.773 4.558  0.239
H: 1.875 -3.517 6.125  0.396
H: 3.027 -2.139 4.505  0.339
H: 2.198 -1.115 5.657  0.415
H: 1.992 -0.214 3.396  0.325
H: 0.418 -0.605 4.052  0.365
H: 0.503 -1.251 1.723  -0.349
H: 0.343 -2.705 2.688  0.286
H: 2.952 -1.647 1.468  0.255
H: 1.990 -3.007 0.866  0.284
H: 2.814 -3.136 2.423  0.436
C: -0.391 -2.045 -4.769  -1.019
C: -1.435 -1.392 -5.661  -0.088
C: -2.328 -2.402 -6.385  -0.872
C: -1.602 -3.339 -7.358  -0.776
C: -0.812 -2.642 -8.469  -0.345
C: -1.687 -1.816 -9.399  -1.191
H: 0.307 -2.659 -5.346  0.361
H: 0.194 -1.279 -4.251  0.348
H: -0.864 -2.679 -4.013  0.260
H: -0.943 -0.729 -6.380  0.274
H: -2.072 -0.752 -5.038  0.065
H: -3.113 -1.857 -6.922  0.372
H: -2.848 -3.017 -5.639  0.347
H: -2.344 -4.006 -7.815  0.402
H: -0.921 -3.989 -6.799  0.302
H: -0.301 -3.408 -9.064  0.383
H: -0.024 -2.009 -8.045  0.241
H: -2.452 -2.439 -9.871  0.294
H: -1.077 -1.369 -10.191  0.370
H: -2.185 -1.000 -8.867  0.287
C: 1.003 3.872 6.504  -1.154
C: 1.647 4.661 5.376  -0.339
C: 0.641 5.163 4.337  -0.770
C: -0.120 4.067 3.581  -0.780
C: 0.757 3.063 2.828  0.356
C: 1.592 3.701 1.730  -1.368
H: 0.518 2.963 6.136  0.248
H: 1.762 3.570 7.232  0.369
H: 0.255 4.476 7.026  0.296
H: 2.424 4.055 4.897  0.227
H: 2.159 5.530 5.808  0.370
H: 1.165 5.803 3.619  0.302
H: -0.092 5.810 4.835  0.396
H: -0.801 4.548 2.867  0.368
H: -0.760 3.518 4.280  0.332
H: 0.107 2.306 2.374  0.069
H: 1.412 2.524 3.523  0.054
H: 0.954 4.205 0.998  0.292
H: 2.172 2.935 1.204  0.380
H: 2.299 4.432 2.133  0.341

Output
LUMO level (eV): -1.37
SMILES: CS(=O)(=O)BOB(O)O.CCCCCC.CCCCCC.CCCCCC
Largest force on an atom (eV Å⁻¹): 7.3
Orbital gap (eV): 9.00

***

Entry 3:
This record from OMol25 describes 3 unconnected molecules or ions with the total composition C19H48B3N2O6PS2. The level of theory is ωB97M-V/def2-TZVPD.

Each line ends with the Mulliken charge.
Positions of all 81 atoms, in Å:
C: 6.419 3.707 1.947  -1.125
C: 5.453 2.536 1.246  0.805
C: 5.743 2.644 -0.386  -1.032
C: 5.765 1.027 1.848  -0.956
C: 5.063 -0.169 0.928  0.819
C: 6.326 -0.830 0.053  -1.216
C: 4.436 -1.397 1.817  -0.850
O: 3.368 -0.990 2.760  -0.531
B: 2.148 -0.543 2.015  0.597
O: 1.524 -1.386 0.955  -0.215
B: 0.167 -0.915 0.615  0.276
S: -0.701 -1.089 -1.041  -0.304
O: -0.575 -0.190 1.704  -0.258
B: 0.271 1.033 1.909  0.544
P: -0.289 2.831 1.549  0.579
O: -0.471 2.941 -0.211  -0.516
O: -1.774 3.172 2.397  -0.509
S: 1.186 4.035 2.010  -0.379
O: 1.652 0.826 2.388  -0.382
H: 7.437 3.845 1.348  0.269
H: 5.816 4.723 1.781  0.308
H: 6.591 3.514 3.101  0.304
H: 4.336 2.877 1.453  -0.112
H: 6.725 2.064 -0.685  0.171
H: 5.833 3.777 -0.718  0.344
H: 4.788 2.220 -0.919  0.283
H: 6.954 0.935 1.863  0.293
H: 5.409 0.953 2.962  0.290
H: 4.339 0.285 0.126  0.137
H: 7.180 -0.036 -0.101  0.307
H: 5.833 -1.177 -0.976  0.267
H: 6.684 -1.807 0.591  0.326
H: 5.328 -1.796 2.503  0.348
H: 4.118 -2.347 1.167  0.241
H: -1.841 -0.232 -0.945  0.159
H: 0.028 3.741 -0.564  0.309
H: -1.603 2.839 3.342  0.361
C: -2.549 -1.729 3.554  -1.061
C: -3.525 -1.196 4.599  -0.487
N: -3.817 0.235 4.459  0.274
C: -4.513 0.799 5.620  -0.643
C: -5.917 0.282 5.919  -0.990
C: -4.320 0.671 3.157  -0.219
C: -5.600 0.022 2.638  -1.244
H: -1.618 -1.153 3.551  0.065
H: -2.297 -2.771 3.781  0.476
H: -2.976 -1.710 2.547  0.214
H: -3.064 -1.367 5.580  0.454
H: -4.439 -1.799 4.572  0.269
H: -4.553 1.892 5.524  0.316
H: -3.892 0.622 6.508  0.429
H: -6.653 0.681 5.218  0.227
H: -6.222 0.610 6.918  0.403
H: -5.972 -0.810 5.906  0.265
H: -3.532 0.508 2.411  -0.138
H: -4.457 1.761 3.163  0.459
H: -5.602 -1.064 2.764  0.236
H: -5.703 0.225 1.566  0.432
H: -6.487 0.432 3.124  0.296
C: -1.436 -1.125 -8.494  -1.412
C: -1.722 -2.081 -7.340  -0.311
N: -0.746 -1.999 -6.248  0.094
C: -0.854 -3.104 -5.290  -0.669
C: -2.139 -3.205 -4.474  -0.809
C: -0.543 -0.677 -5.655  -0.699
C: -1.760 0.027 -5.061  -0.795
H: -0.423 -1.266 -8.884  0.327
H: -2.139 -1.313 -9.313  0.428
H: -1.555 -0.078 -8.199  0.289
H: -1.701 -3.096 -7.755  0.433
H: -2.743 -1.910 -6.981  0.258
H: 0.000 -3.073 -4.601  0.323
H: -0.730 -4.045 -5.842  0.380
H: -2.178 -2.450 -3.687  0.077
H: -2.181 -4.180 -3.979  0.393
H: -3.036 -3.116 -5.093  0.287
H: -0.112 -0.019 -6.420  0.355
H: 0.238 -0.735 -4.886  0.327
H: -2.638 -0.029 -5.712  0.266
H: -1.532 1.089 -4.915  0.367
H: -2.023 -0.377 -4.082  0.107

Output
LUMO level (eV): -0.88
SMILES: CC(C)C[C@@H](C)COB1OB(S)OB(P(O)(O)=S)O1.CCN(CC)CC.CCN(CC)CC
Energy relative to the best compared isomer or geometry (same formula, charge and spin) (kJ/mol): 515.5
Largest force on an atom (eV Å⁻¹): 4.8
Orbital gap (eV): 7.28

***

> Among the records above, which one has the highest LUMO level?

C19H47O10P3

***

> What is the orbital gap in the third record?

7.28 eV

***

> Look up the orbital gap of the first one.

7.46 eV